ORCA calculation (the ωB97M-V functional and the def2-TZVPD basis) on a 12-piece molecular cluster, C19H62N10O19 overall in a non-equilibrium geometry.

**Strongest force on any atom**: 0.131 Eh/bohr
**2S+1**: 1
**ΔE to the lowest compared entry with this formula, charge and spin**: 8.833 eV
**LUMO energy**: -0.32 eV
**Kohn-Sham gap**: 9.152 eV
**Structure (SMILES)**: NC(N)=O.NC(N)=O.NC(N)=O.NC(N)=O.NC(N)=O.OCCO.OCCO.OCCO.OCCO.OCCO.OCCO.OCCO
**Charge**: 0

Each line ends with the Löwdin charge.
CARTESIAN COORDINATES (ANGSTROEM)
N  7.788  15.988  17.326  0.159
C  9.027  16.245  17.012  -0.810
N  9.680  15.146  16.828  0.156
O  9.474  17.367  16.905  0.038
H  7.140  16.764  17.329  0.117
H  7.520  15.097  17.720  0.105
H  10.626  15.303  16.509  0.121
H  9.374  14.279  17.245  0.112
N  -2.506  15.292  12.151  0.174
C  -3.699  15.517  11.704  -0.838
N  -4.642  15.697  12.556  0.164
O  -3.951  15.627  10.535  0.041
H  -2.320  15.113  13.128  0.104
H  -1.701  15.054  11.588  0.122
H  -5.512  16.056  12.188  0.125
H  -4.457  15.767  13.546  0.108
N  4.712  11.271  17.713  0.154
C  4.832  11.690  18.933  -0.806
N  4.864  10.659  19.663  0.164
O  5.006  12.865  19.289  0.004
H  4.758  10.279  17.530  0.112
H  4.868  11.976  17.007  0.124
H  4.703  9.785  19.182  0.116
H  4.973  10.765  20.661  0.135
N  1.605  24.510  14.991  0.160
C  2.080  23.307  14.715  -0.800
N  3.350  23.205  14.799  0.171
O  1.421  22.325  14.420  0.012
H  0.619  24.630  15.175  0.114
H  2.164  25.302  14.708  0.107
H  4.006  23.959  14.938  0.119
H  3.707  22.310  14.494  0.127
N  1.667  17.872  15.306  0.154
C  2.852  17.599  15.845  -0.761
N  2.907  16.295  16.051  0.151
O  3.777  18.367  15.982  0.034
H  1.603  18.808  14.933  0.115
H  0.930  17.181  15.331  0.104
H  3.507  15.791  16.688  0.110
H  2.041  15.821  15.836  0.092
O  -0.770  13.358  20.238  -0.107
C  0.185  14.403  19.924  -0.214
C  -0.642  15.649  19.628  -0.194
O  -1.497  15.367  18.454  -0.090
H  -0.315  12.548  20.479  0.077
H  0.592  14.582  20.920  0.115
H  0.833  13.979  19.157  0.119
H  -0.033  16.533  19.439  0.117
H  -1.221  15.913  20.513  0.115
H  -2.111  14.668  18.691  0.064
O  6.922  16.852  11.385  -0.059
C  6.438  17.746  12.362  -0.237
C  7.459  18.877  12.649  -0.307
O  7.243  19.808  11.723  -0.046
H  7.298  17.417  10.707  0.076
H  5.433  18.135  12.194  0.117
H  6.367  17.216  13.312  0.110
H  8.492  18.529  12.652  0.129
H  7.266  19.358  13.608  0.118
H  8.114  20.108  11.454  0.098
O  3.914  11.122  11.486  -0.068
C  3.627  12.334  10.833  -0.264
C  3.292  13.514  11.814  -0.236
O  2.107  13.484  12.565  -0.054
H  3.843  10.474  10.781  0.083
H  4.492  12.521  10.196  0.111
H  2.881  12.259  10.042  0.110
H  3.440  14.423  11.232  0.121
H  4.168  13.434  12.458  0.111
H  2.105  12.891  13.320  0.084
O  -0.239  11.698  16.131  -0.062
C  -0.250  10.314  16.083  -0.261
C  -1.506  9.765  16.807  -0.257
O  -2.691  10.175  16.177  -0.055
H  -0.619  11.996  16.961  0.085
H  -0.137  10.050  15.032  0.131
H  0.486  9.823  16.720  0.106
H  -1.598  9.852  17.890  0.117
H  -1.325  8.695  16.702  0.108
H  -2.572  10.908  15.570  0.085
O  3.232  21.674  7.219  -0.091
C  3.591  20.857  8.350  -0.209
C  2.755  21.092  9.629  -0.267
O  1.826  20.082  9.802  -0.039
H  3.923  22.311  7.023  0.071
H  3.771  19.831  8.026  0.121
H  4.595  21.246  8.518  0.103
H  2.365  22.107  9.705  0.122
H  3.571  21.092  10.351  0.103
H  1.452  20.230  10.673  0.087
O  6.923  20.821  21.278  -0.061
C  5.936  20.108  20.566  -0.239
C  5.330  18.945  21.421  -0.255
O  4.959  19.538  22.604  -0.067
H  6.337  21.159  21.959  0.070
H  5.239  20.870  20.217  0.115
H  6.339  19.708  19.636  0.113
H  5.990  18.088  21.557  0.118
H  4.427  18.553  20.954  0.108
H  4.829  18.887  23.298  0.096
O  -5.460  21.959  12.672  -0.109
C  -4.741  20.859  13.354  -0.165
C  -3.235  20.969  13.009  -0.285
O  -2.665  22.214  13.103  -0.057
H  -5.140  22.833  12.904  0.068
H  -5.002  21.168  14.366  0.109
H  -5.181  19.894  13.102  0.113
H  -2.997  20.685  11.984  0.119
H  -2.672  20.284  13.641  0.113
H  -1.761  22.131  13.417  0.086

Atoms 1-3, force components in eV/Å:
N -4.289 0.142 1.133
C -0.240 2.495 0.427
N 3.665 -3.151 -0.963

---

ORCA calculation (the ωB97M-V functional and the def2-TZVPD basis) on C47H41AsI2NO2PSTeZn as an isolated structure in a non-equilibrium geometry.

**Strongest force on any atom**: 0.046 Eh/bohr
**2S+1**: 1
**LUMO energy**: -0.30 eV
**Kohn-Sham gap**: 7.127 eV
**Charge**: 0

Each line ends with the Löwdin charge.
CARTESIAN COORDINATES (ANGSTROEM)
Zn  1.771  2.171  -0.665  0.473
I  -1.802  5.112  -2.902  0.947
C  -0.245  5.593  -1.635  -0.656
C  -0.060  6.914  -1.241  -0.231
C  0.996  7.301  -0.420  -0.652
I  1.263  9.379  -0.195  0.875
C  1.816  6.290  0.127  -0.214
C  2.773  6.557  1.112  -0.028
C  3.460  5.513  1.668  -0.032
C  3.361  4.191  1.150  -0.089
N  2.429  3.960  0.240  0.035
C  1.645  4.954  -0.278  -0.141
C  0.639  4.588  -1.233  -0.463
O  0.579  3.390  -1.636  -0.203
H  -0.688  7.641  -1.665  0.053
H  2.919  7.535  1.473  0.064
H  4.155  5.713  2.460  0.100
H  3.908  3.351  1.536  0.112
C  4.809  3.523  -2.289  -0.476
Te  3.683  1.803  -2.444  1.346
C  4.892  0.518  -1.265  -0.408
H  5.539  3.694  -3.064  0.000
H  5.282  3.733  -1.308  0.028
H  4.115  4.347  -2.440  -0.002
H  5.885  0.462  -1.714  0.013
H  4.435  -0.449  -1.282  -0.012
H  4.940  0.892  -0.248  0.002
C  -2.914  0.059  0.220  -0.410
C  -3.562  0.380  1.576  -0.408
As  -4.937  -0.912  2.182  1.297
C  -3.851  -2.516  2.310  -0.424
C  -3.168  -3.082  1.243  -0.143
C  -2.393  -4.205  1.460  -0.086
C  -2.269  -4.767  2.738  -0.084
C  -3.040  -4.238  3.774  -0.085
C  -3.753  -3.079  3.548  -0.154
C  -5.847  -1.292  0.532  -0.433
C  -6.106  -2.566  -0.048  -0.093
C  -6.904  -2.688  -1.197  -0.094
C  -7.560  -1.582  -1.731  -0.092
C  -7.326  -0.325  -1.165  -0.102
C  -6.484  -0.210  -0.080  -0.164
P  -1.626  1.294  -0.263  1.107
C  -0.283  0.725  0.911  -0.516
C  -0.345  1.706  2.067  -0.112
C  -0.371  1.281  3.327  -0.105
C  -0.408  -0.114  3.714  -0.094
C  -0.313  -1.047  2.784  -0.056
C  -0.105  -0.771  1.360  -0.206
C  -1.370  0.545  -1.930  -0.360
C  -2.204  1.049  -2.910  -0.145
C  -2.158  0.557  -4.168  -0.080
C  -1.213  -0.417  -4.487  -0.083
C  -0.293  -0.915  -3.558  -0.068
C  -0.421  -0.466  -2.233  -0.065
H  -3.752  0.129  -0.514  0.079
H  -2.547  -0.958  0.152  0.032
H  -4.063  1.354  1.541  0.061
H  -2.849  0.385  2.348  0.016
H  -3.204  -2.659  0.253  0.091
H  -1.875  -4.673  0.629  0.103
H  -1.629  -5.630  2.891  0.100
H  -3.090  -4.753  4.737  0.107
H  -4.422  -2.719  4.293  0.076
H  -5.635  -3.527  0.337  0.116
H  -7.036  -3.650  -1.662  0.094
H  -8.194  -1.571  -2.616  0.100
H  -7.768  0.591  -1.554  0.103
H  -6.327  0.818  0.372  0.115
H  -0.289  2.764  1.940  0.092
H  -0.340  2.022  4.151  0.111
H  -0.627  -0.348  4.754  0.105
H  -0.392  -2.127  3.036  0.121
H  -0.735  -1.485  0.800  0.124
H  -2.861  1.822  -2.576  0.070
H  -2.833  0.858  -4.897  0.086
H  -1.259  -0.860  -5.448  0.086
H  0.491  -1.651  -3.752  0.103
H  0.237  -0.810  -1.452  0.072
C  6.793  -5.921  -1.489  -0.075
C  5.899  -4.753  -1.106  -0.744
O  5.505  -3.887  -1.837  0.035
S  5.467  -4.861  0.616  1.016
C  4.167  -3.666  0.726  -0.545
C  2.925  -3.841  0.104  -0.055
C  2.056  -2.771  0.159  -0.028
C  2.372  -1.596  0.776  -0.193
C  3.578  -1.429  1.457  0.004
C  4.495  -2.513  1.400  -0.096
C  1.314  -0.597  0.816  -0.197
C  1.162  0.676  0.396  -0.134
H  6.142  -6.763  -1.599  0.077
H  7.469  -6.143  -0.715  0.047
H  7.354  -5.697  -2.408  0.096
H  2.680  -4.709  -0.509  0.121
H  1.102  -2.950  -0.240  0.104
H  3.771  -0.508  1.989  0.115
H  5.475  -2.474  1.886  0.103

Atoms 1-3, force components in eV/Å:
Zn 0.338 0.175 0.117
I -0.111 -0.108 -0.129
C 0.375 -0.146 0.257

---

ORCA calculation (the ωB97M-V functional and the def2-TZVPD basis) on FH2PS as an isolated structure in a non-equilibrium geometry.

**Strongest force on any atom**: 0.074 Eh/bohr
**2S+1**: 1
**ΔE to the lowest compared entry with this formula, charge and spin**: 1.380 eV
**LUMO energy**: -1.30 eV
**Kohn-Sham gap**: 7.979 eV
**Charge**: 0

Each line ends with the natural charge from an NBO analysis.
CARTESIAN COORDINATES (ANGSTROEM)
F  1.593  -0.900  -0.901  -0.581
P  1.117  0.505  -0.115  0.935
S  -1.440  -0.237  -0.478  -0.423
H  0.916  -0.019  1.244  -0.068
H  -2.186  0.651  0.249  0.137

Atoms 1-3, force components in eV/Å:
F -0.486 1.876 1.332
P -2.572 -2.751 -0.596
S 1.929 0.993 0.446